An isolated ion of composition C5H13NO and charge +1 at a distorted geometry. Source: the OMol25 dataset; level of theory: ωB97M-V with the def2-TZVPD basis set.

```
20
Properties=species:S:1:pos:R:3:forces:R:3:mulliken_spin:R:1
H -0.8407 -2.5819 0.3197 -1.040 0.088 -0.474 0.001
C -0.1434 -1.8295 -0.0025 3.716 -0.318 -0.244 0.045
C 0.8169 1.3066 -1.3091 0.599 1.151 -0.687 -0.001
N 0.6540 0.4917 -0.1217 -2.572 1.388 -1.369 0.788
H 0.3394 2.0035 1.4301 -0.025 0.085 -0.722 0.038
H 0.8179 0.4312 1.9972 -0.612 -0.432 -0.147 0.001
H -2.3369 -0.7108 0.9940 -0.171 -0.363 -0.505 0.001
C -0.5758 -0.3925 -0.3250 0.561 -1.748 3.277 -0.020
H -1.1938 0.3035 1.7290 0.704 -0.159 0.420 0.000
O 0.7670 -2.2745 -1.0361 -0.820 0.097 0.085 0.007
C -1.5680 0.0144 0.7727 -1.395 2.006 -1.317 0.049
H 1.5265 0.8986 -2.0499 0.037 -0.193 0.537 0.048
H 1.0857 2.3523 -1.0987 0.375 -0.533 0.309 0.011
H -2.0398 0.9492 0.3709 -0.113 -0.750 0.565 -0.001
H 0.2769 -2.5720 -1.8078 -0.075 -0.167 -0.104 0.000
H -0.1214 1.3798 -1.8636 -0.069 -0.280 0.204 0.020
C 0.9411 1.1282 1.1748 1.108 -1.499 0.875 -0.001
H -1.0207 -0.3641 -1.3244 0.597 0.474 0.198 0.001
H 2.0056 1.3087 1.3298 0.097 0.612 -0.971 0.014
H 0.6095 -1.8424 0.8205 -0.901 0.541 0.070 -0.002
```
Forces are in eV/Å.

Properties
* frontier orbital gap (alpha / beta): 0.440 / 0.271 Ha
* electronic energy: -8923.8473 eV
* HOMO (alpha / beta): -14.69 / -14.73 eV
* spin multiplicity: 2
* LUMO energy (alpha / beta): -0.09991 / -0.27014 hartree
* <S²>: 0.754
* total charge: +1
* energy above the lowest of the compared OMol25 structures with the same formula, charge and spin: 1.904 eV
* largest force on an atom: 3.756 eV/Å